Density functional theory data (ωB97M-V/def2-TZVPD) for 9 unconnected molecules or ions with the total composition H18O9.

Each line ends with the natural charge from an NBO analysis.
Positions of all 27 atoms, in Å:
H -0.41 -2.09 -1.17  0.4486
H -0.15 -0.63 -0.72  0.4824
H -2.35 -0.73 2.34  0.4708
H -2.77 -1.55 1.07  0.5000
H 1.69 2.26 1.11  0.4552
H 1.10 3.51 1.08  0.4632
H -0.93 3.14 0.98  0.4675
H -1.62 3.63 -0.18  0.4523
H -3.08 -1.76 -2.14  0.4714
H -3.97 -2.71 -1.33  0.4640
H 4.23 -2.50 -1.69  0.4681
H 2.87 -2.35 -1.01  0.4726
H 0.98 1.86 -2.80  0.4723
H 1.78 0.95 -1.90  0.4753
H -1.18 1.27 -0.34  0.4934
H -0.28 0.98 0.85  0.4538
H 2.08 -1.10 1.91  0.4639
H 2.62 -1.26 3.34  0.4708
O -0.64 -1.45 -0.59  -0.9386
O -2.64 -1.61 2.05  -0.9724
O 0.90 2.69 0.72  -0.9197
O -1.05 2.89 0.11  -0.9105
O -3.41 -1.94 -1.21  -0.9335
O 3.75 -1.93 -1.11  -0.9406
O 0.86 1.08 -2.26  -0.9467
O -1.15 0.82 0.51  -0.9494
O 2.76 -1.46 2.39  -0.9344

## Properties
SMILES string: O.O.O.O.O.O.O.O.O
Energy relative to the best compared isomer or geometry (same formula, charge and spin) in kJ/mol: 555.28
E_HOMO in eV: -9.31